Formula: C4H6Si2
Source: OMol25
Level of theory: ωB97M-V/def2-TZVPD

XYZ file:
```
12
Properties=species:S:1:pos:R:3:forces:R:3
C 0.724326 -0.401654 -0.074378 0.19 -0.52 0.61
C 2.045253 -0.414131 -0.527834 -1.07 -0.79 0.62
C -2.739196 -0.055578 0.059608 1.33 1.13 0.00
C -2.524572 1.201363 0.518899 1.17 -0.32 0.28
Si 3.835220 -1.495702 -0.036216 -2.27 1.05 -0.60
Si -1.071898 0.647903 -0.476747 1.40 -1.33 0.14
H 0.443692 -1.189647 0.692857 0.68 0.92 -0.59
H 2.352238 0.182646 -1.404215 -0.46 0.30 0.33
H -3.467202 -0.837096 0.283313 0.01 0.32 -0.33
H -2.908651 1.928581 1.260862 -0.15 -0.79 -0.57
H 3.819381 -0.935810 1.355027 0.07 0.01 0.31
H -0.508590 1.369124 -1.651173 -0.90 0.04 -0.20
```
Forces are in eV/Å.

As for the energy: -19993.780 eV. As for the charge: 0. Its orbital gap is 7.223 eV. Its strongest force on any atom is 2.57 eV/A. The calculation puts the HOMO energy at -8.3 eV.